[1]
Below is C33H46MgP2Si as an isolated structure at a distorted geometry, with properties calculated with ωB97M-V/def2-TZVPD.

```
83
Properties=species:S:1:pos:R:3:mulliken_charge:R:1
P 1.200 0.728 -2.013 1.126
H 0.850 5.864 1.489 0.377
H 5.452 -0.026 1.546 0.375
C 0.326 5.059 2.009 -0.789
H 1.572 2.245 -0.233 -0.561
C -0.370 -1.095 3.874 -0.577
C 0.698 3.733 1.753 -0.554
C -2.992 0.809 -3.235 -0.473
H -1.554 1.980 -2.143 0.676
C 4.692 -0.275 3.566 -0.771
C 2.197 1.987 -1.110 -1.632
H -1.889 1.025 -0.069 -0.720
H -2.902 -3.036 -3.386 0.173
H 1.224 -1.976 -4.711 0.679
H 0.092 2.883 -2.596 0.525
H 1.551 3.555 1.093 0.403
H 3.353 1.071 0.748 0.252
C -2.086 -0.098 2.477 -1.008
H -2.642 1.026 -4.250 0.334
H -0.151 -0.960 -4.393 0.259
H 2.722 -0.615 -3.330 0.594
H 2.707 -3.667 -3.006 0.531
H -0.562 -0.708 -0.876 -1.798
H -0.144 1.653 -3.882 0.401
C 0.570 2.080 -3.166 -2.304
H -2.398 0.619 1.711 0.542
C 3.349 0.541 1.727 -0.736
C -0.001 2.655 2.347 0.896
C -1.351 4.292 3.570 -0.630
C -0.698 5.346 2.920 -0.515
C 2.366 0.462 3.942 -0.625
C -4.311 0.026 -3.151 -0.789
C 3.610 0.016 4.418 -0.611
C 2.279 -3.121 -2.161 -1.348
Si 0.465 0.883 1.947 -0.099
H -1.439 -3.027 -1.439 1.056
C -0.719 -0.219 2.821 1.281
C -2.720 -1.621 4.237 -0.677
C -3.074 -0.836 3.129 -0.682
C -1.373 -1.737 4.624 -0.547
P 0.664 -2.369 -2.516 1.174
H 1.228 -1.964 0.979 0.032
H -1.094 -2.337 5.501 0.378
H 3.232 1.669 -0.869 1.040
H 0.697 -3.934 -4.244 0.566
H 0.680 -1.248 4.146 0.420
H -1.529 2.156 3.813 0.289
C -4.263 -1.439 -2.642 -0.948
H -4.593 -1.368 -1.602 0.283
C 2.254 -2.231 0.656 -1.086
H -3.500 -2.138 4.796 0.347
C -0.014 -3.839 -3.409 -1.494
H 1.831 0.557 -4.371 0.556
C -1.008 2.961 3.289 -0.314
H 1.602 0.805 4.661 0.531
C -2.040 -2.108 -1.682 -0.735
H -3.473 0.289 -0.525 0.786
H -4.980 -2.126 -3.154 0.447
C 2.185 0.579 2.544 1.104
H -0.986 6.381 3.114 0.349
C 4.586 0.069 2.215 -0.356
H 5.631 -0.688 3.955 0.389
H -1.029 -3.699 -3.794 0.221
H 1.445 2.498 -3.699 0.547
C 0.792 -1.315 -3.962 -0.770
H 3.748 -0.077 5.491 0.398
C -2.288 1.140 -2.130 -0.619
H -2.140 4.495 4.294 0.391
H 2.336 2.906 -1.683 0.695
C -1.651 -0.950 -0.753 2.665
H -4.105 -0.767 2.766 0.420
H -1.659 -1.329 0.281 -0.178
H 2.265 -3.247 0.250 0.540
H 2.962 -2.362 -1.724 0.113
H -4.860 0.629 -2.396 0.306
C -2.940 -2.195 -2.661 -0.826
C -2.414 0.393 -0.812 -0.383
Mg 2.569 -0.493 -0.454 0.882
H 0.046 -4.742 -2.789 0.377
H 1.948 -3.855 -1.404 0.245
H 3.024 -2.097 1.439 0.339
H -4.801 0.058 -4.141 0.338
C 1.746 -0.188 -3.573 -1.495
```

Properties
**LUMO**: -1.0 eV
**Calculated total energy**: -2457.02043 Ha
**Energy relative to the best compared isomer or geometry (same formula, charge and spin)**: 0.0 kJ/mol
**HOMO-LUMO gap**: 4.188 eV

***

[2]
Below is C6H6N2 in the gas phase at a distorted geometry, with properties calculated with ωB97M-V/def2-TZVPD.

```
14
Properties=species:S:1:pos:R:3:mulliken_charge:R:1
H -0.947 -2.116 0.147 0.286
C 2.658 -0.575 -0.431 -1.072
H 1.701 -0.261 1.467 0.318
H 2.705 0.587 -0.567 0.292
H 2.344 -1.067 -1.379 0.323
N -3.461 0.168 -0.097 -0.430
C -1.012 -0.967 0.040 -0.338
H 1.451 -1.907 0.407 0.343
C 0.107 1.114 -0.081 -0.035
C -2.322 -0.274 -0.086 0.082
C 0.100 -0.259 0.006 0.733
C 1.488 -0.853 0.486 -0.402
H 3.651 -0.840 0.030 0.299
N 1.030 2.187 0.138 -0.397
```

Properties
**SMILES**: CC/C(C#N)=C/C#N
**LUMO**: -1.4 eV
**Calculated total energy**: -341.53910 Ha
**Energy relative to the best compared isomer or geometry (same formula, charge and spin)**: 481.7 kJ/mol
**HOMO-LUMO gap**: 8.809 eV

***

[3]
Below is a 2-piece molecular cluster, C25H31BClFIN2O4S overall at a distorted geometry, with properties calculated with ωB97M-V/def2-TZVPD.

```
67
Properties=species:S:1:pos:R:3:mulliken_charge:R:1
Cl 2.934 1.644 -5.784 -0.868
C 3.443 0.522 1.799 -0.143
H 4.264 1.681 3.414 0.624
H -4.268 2.213 -2.123 0.388
C -2.958 0.296 -0.849 1.111
C 1.915 1.588 -1.141 0.703
H -2.018 -3.274 0.735 0.053
H 0.059 -2.302 2.236 0.136
C 4.329 1.659 2.320 -1.389
F -4.660 -3.902 1.021 -0.323
H 2.408 0.827 2.018 0.226
H -4.497 3.057 1.614 0.348
H 2.612 -1.853 0.918 0.598
C 2.959 2.663 -1.403 -2.144
H 2.106 -5.101 0.460 0.336
H -3.268 3.076 0.013 0.338
C 1.079 -3.140 0.164 0.063
C -2.424 -0.830 -0.204 -1.601
O 0.036 2.782 -4.794 -0.321
C -4.750 2.074 -1.150 -1.302
H 1.572 -1.550 2.943 0.300
C 0.631 1.753 -1.692 0.541
H -1.985 -2.469 2.348 0.053
C 1.169 -0.564 -0.157 0.131
C -3.176 -1.458 0.809 1.262
H 2.567 -3.862 1.659 0.287
H 4.288 0.940 -0.220 0.022
C -2.599 -2.713 1.472 0.230
H 0.989 -4.625 1.763 0.313
C -4.199 0.826 -0.477 0.444
S -1.969 0.996 -2.156 -0.551
H -4.188 -3.109 2.859 0.359
N -1.147 -1.390 -0.566 0.564
C 1.742 -4.256 1.053 -1.256
H 2.520 3.640 -1.617 0.567
I 6.401 1.419 1.824 -0.041
C 0.259 2.702 -3.671 0.537
C -0.108 -0.395 -0.733 -1.139
H 3.589 -0.422 2.337 0.202
H -5.875 0.579 0.860 0.400
C 1.546 -1.769 0.708 0.437
H 1.372 -3.332 -0.873 0.532
H 3.642 2.738 -0.546 0.015
C -4.908 0.193 0.541 -0.864
H 3.875 -0.735 0.101 0.460
H 0.012 -3.244 0.339 -0.396
H 3.195 3.511 -3.903 0.311
C 0.852 -1.562 2.118 -1.398
H -1.222 -1.851 -1.475 0.327
C -0.326 0.774 -1.469 0.787
H -5.839 2.034 -1.242 0.472
H -5.029 -1.413 1.950 0.191
H 5.488 1.397 -1.935 0.268
B 3.854 2.191 -2.676 0.589
H 0.365 -0.578 2.115 0.398
O 4.781 1.142 -2.535 -0.514
C -3.721 -3.621 2.004 -0.797
C -4.306 3.286 -0.288 -0.510
H -3.326 -4.567 2.391 0.442
O 3.752 2.726 -3.906 -0.623
C 3.554 0.302 0.253 -0.940
H 3.932 2.625 1.993 0.440
N 0.322 2.960 -2.451 -0.633
C 2.160 0.428 -0.369 1.022
O -5.080 3.371 0.918 -0.561
C -4.420 -0.946 1.183 -0.869
H -4.308 4.226 -0.849 0.355
```

Properties
**LUMO**: 1.9 eV
**Calculated total energy**: -2662.62031 Ha
**Energy relative to the best compared isomer or geometry (same formula, charge and spin)**: 0.0 kJ/mol
**Net charge**: -1
**HOMO-LUMO gap**: 4.828 eV